Record 1
Entry from OMol25: one molecule with the formula C3H4N2O in a non-equilibrium geometry (ωB97M-V/def2-TZVPD).

XYZ file:
```
10
Properties=species:S:1:pos:R:3:lowdin_charge:R:1
N -1.190 2.301 1.373 0.143
C -0.552 1.655 0.658 -0.190
C 0.228 0.827 -0.277 -0.173
N -0.319 -0.502 -0.413 0.014
C 0.356 -1.594 0.054 -0.347
O 1.472 -1.562 0.524 0.028
H 0.274 1.340 -1.243 0.128
H 1.249 0.713 0.100 0.125
H -1.275 -0.611 -0.715 0.138
H -0.226 -2.525 -0.062 0.135
```

## Properties
Molecular weight   84.1 u
Gap between HOMO and LUMO   11.30 eV
Highest occupied orbital energy   -10.70 eV
Calculated total energy   -8203.177 eV
Energy relative to the best compared isomer or geometry (same formula, charge and spin)   0.7088 eV

---

Record 2
Entry from OMol25: C25H35BMgN10S as an isolated structure in a non-equilibrium geometry (ωB97M-V/def2-TZVPD).

XYZ file:
```
73
Properties=species:S:1:pos:R:3:lowdin_charge:R:1
Mg -0.372 0.043 -0.035 0.483
C -3.475 -0.667 2.591 -0.067
C -2.769 0.599 3.363 -0.331
C -3.300 0.759 4.794 -0.107
C -1.247 0.502 3.314 -0.254
C -0.427 0.556 4.514 -0.008
C 0.849 0.665 3.979 -0.083
N 0.800 0.641 2.608 -0.024
N -0.505 0.428 2.210 0.054
B 1.881 1.339 1.657 -0.485
N 1.241 2.522 0.849 -0.001
C 1.806 3.763 0.554 -0.043
C 1.287 4.158 -0.669 -0.019
C 0.296 3.184 -1.037 -0.265
N 0.354 2.167 -0.192 0.050
C -0.634 3.277 -2.194 -0.381
C -0.683 4.714 -2.725 -0.075
C -0.157 2.426 -3.395 -0.055
N 2.476 0.293 0.665 0.000
C 3.742 -0.172 0.508 -0.069
C 3.860 -0.943 -0.624 -0.025
C 2.603 -1.030 -1.162 -0.250
N 1.712 -0.318 -0.368 0.062
C 2.139 -1.755 -2.353 -0.356
C 1.235 -0.854 -3.214 -0.034
C 3.200 -2.519 -3.116 -0.068
H -2.673 -1.175 1.972 0.047
H -4.166 -0.236 1.766 0.060
H -3.996 -1.371 3.263 0.061
H -3.131 1.415 2.754 0.109
H -3.112 -0.261 5.359 0.112
H -4.368 0.916 4.882 0.063
H -2.739 1.550 5.390 0.084
H -0.644 0.611 5.594 0.105
H 1.788 0.786 4.429 0.099
H 2.839 1.697 2.237 0.105
H 2.497 4.276 1.216 0.119
H 1.546 5.099 -1.178 0.107
H -1.601 2.907 -1.961 0.064
H 0.190 4.765 -3.373 0.075
H -0.697 5.387 -1.882 0.075
H -1.491 4.805 -3.464 0.084
H 0.889 2.621 -3.603 0.082
H -0.717 2.824 -4.270 0.091
H -0.235 1.368 -3.098 0.053
H 4.517 0.261 1.213 0.142
H 4.736 -1.471 -0.904 0.098
H 1.512 -2.481 -1.917 0.101
H 1.288 0.153 -2.901 0.034
H 0.200 -1.268 -3.214 0.076
H 1.578 -0.955 -4.247 0.084
H 4.009 -1.883 -3.505 0.090
H 2.854 -3.119 -3.967 0.088
H 3.816 -3.193 -2.592 0.055
N -3.961 0.188 -2.838 0.066
C -2.979 -0.024 -1.916 -0.811
S -2.652 0.906 -0.474 0.631
N -2.277 -1.154 -2.165 -0.064
N -1.461 -1.547 -1.184 -0.107
C -1.243 -2.844 -1.076 -0.077
C -0.437 -3.328 0.036 -0.221
C -0.008 -4.706 0.133 -0.055
C 0.788 -5.069 1.143 -0.064
C 1.020 -4.098 2.226 -0.017
C 0.353 -2.849 2.172 -0.128
N -0.225 -2.404 1.059 0.083
H -4.584 1.016 -2.910 0.111
H -3.858 -0.348 -3.723 0.111
H -1.824 -3.608 -1.561 0.117
H -0.481 -5.428 -0.548 0.119
H 1.128 -6.081 1.113 0.097
H 1.812 -4.253 2.906 0.076
H 0.293 -2.176 3.089 0.126
```

## Properties
Molecular weight   542.8 u
Gap between HOMO and LUMO   7.12 eV
Highest occupied orbital energy   -7.48 eV
Calculated total energy   -58353.198 eV

---

Record 3
Entry from OMol25: one molecule with the formula C3H4N2S2 in a non-equilibrium geometry (ωB97M-V/def2-TZVPD).

XYZ file:
```
11
Properties=species:S:1:pos:R:3:lowdin_charge:R:1
S -3.361 -0.990 -0.138 0.587
C -1.687 -0.523 -0.229 -0.610
C -1.212 0.790 -0.041 -0.267
N -0.024 1.298 -0.135 -0.007
N 1.108 0.680 -0.243 -0.130
C 1.744 -0.453 0.442 -0.566
S 3.238 -1.017 -0.251 0.517
H -0.886 -1.426 -0.520 0.109
H -2.068 1.224 0.420 0.073
H 1.769 1.532 -0.619 0.210
H 1.379 -1.117 1.314 0.084
```

## Properties
Molecular weight   132.2 u
Gap between HOMO and LUMO   6.60 eV
Highest occupied orbital energy   -8.73 eV
Calculated total energy   -27821.387 eV
Energy relative to the best compared isomer or geometry (same formula, charge and spin)   5.4023 eV

---

Record 4
Entry from OMol25: C14H26N2NiOS2 as an isolated structure in a non-equilibrium geometry (ωB97M-V/def2-TZVPD).

XYZ file:
```
46
Properties=species:S:1:pos:R:3:lowdin_charge:R:1
Ni 0.259 -0.284 -0.197 0.428
S 1.408 -0.912 1.688 0.932
S -0.234 0.575 -2.296 0.946
C 3.058 -1.323 0.992 -0.294
C 0.590 -2.540 1.623 -0.391
C 0.278 -2.986 0.202 -0.231
N -0.600 -2.035 -0.514 -0.155
C -0.621 -2.173 -1.985 -0.230
C -1.174 -0.939 -2.682 -0.387
H -0.328 -2.390 2.212 0.097
H 1.266 -3.240 2.129 0.106
H -0.251 -3.940 0.221 0.144
H 1.200 -3.057 -0.385 0.120
H -1.252 -3.035 -2.205 0.144
H 0.415 -2.350 -2.294 0.120
H -2.192 -0.699 -2.339 0.101
H -1.145 -1.039 -3.775 0.106
C 1.348 0.243 -3.167 -0.298
H -1.557 -2.058 -0.131 0.165
H 1.861 -0.651 -2.795 0.046
H 2.004 1.110 -3.032 0.048
H 1.145 0.136 -4.238 0.068
H 3.674 -0.417 1.013 0.051
H 3.006 -1.693 -0.039 0.047
H 3.539 -2.072 1.629 0.070
C -5.353 -0.782 2.047 -0.073
C -5.049 0.485 2.415 -0.079
H -5.166 -1.621 2.706 0.041
H -5.838 -0.995 1.102 0.043
H -4.610 0.703 3.381 0.042
H -5.280 1.328 1.775 0.044
O -1.518 1.160 0.986 -0.090
C -0.883 2.441 1.109 -0.139
C 0.549 2.552 0.584 -0.217
C 1.252 3.767 0.650 0.031
C 2.574 3.846 0.169 0.010
C 3.164 2.697 -0.385 -0.010
C 2.409 1.530 -0.425 -0.156
N 1.138 1.457 0.066 -0.100
H -1.484 0.682 1.835 0.103
H -1.535 3.086 0.507 0.148
H -0.901 2.764 2.160 0.150
H 0.706 4.609 1.095 0.141
H 3.142 4.782 0.219 0.135
H 4.185 2.672 -0.780 0.133
H 2.798 0.606 -0.853 0.094
```

## Properties
Net charge   +2
Molecular weight   361.2 u
Multiplicity   3
Gap between HOMO and LUMO (spin up / spin down)   8.56 / 6.55 eV
Highest occupied orbital energy (spin up / spin down)   -14.40 / -14.40 eV
Calculated total energy   -82665.641 eV
Energy relative to the best compared isomer or geometry (same formula, charge and spin)   0.0000 eV

---

Record 5
Entry from OMol25: C55H40IN4O6Sr as an isolated structure (ωB97M-V/def2-TZVPD).

XYZ file:
```
107
Properties=species:S:1:pos:R:3:lowdin_charge:R:1
Sr -0.394 0.134 0.948 1.578
C -7.770 6.618 0.872 -0.101
O -6.875 6.543 -0.215 -0.092
C -5.896 5.589 -0.155 -0.286
C -5.037 5.525 -1.247 -0.002
C -4.019 4.590 -1.274 -0.029
C -3.831 3.699 -0.218 -0.214
C -4.699 3.771 0.862 -0.014
C -5.725 4.708 0.905 -0.018
C -2.747 2.671 -0.263 -0.053
C -1.426 3.153 -0.198 -0.246
C -1.007 4.535 -0.295 -0.015
C 0.350 4.530 -0.413 -0.017
C 0.766 3.143 -0.365 -0.238
N -0.313 2.367 -0.211 0.004
C 2.119 2.668 -0.471 -0.053
C 2.578 1.362 -0.381 -0.232
C 3.952 0.917 -0.580 -0.006
C 3.978 -0.414 -0.359 -0.030
C 2.604 -0.827 -0.030 -0.244
C 2.139 -2.172 0.150 -0.053
C 2.996 -3.131 0.866 -0.141
C 4.205 -2.744 1.478 -0.027
C 5.004 -3.632 2.178 -0.009
C 4.612 -4.947 2.346 -0.318
O 5.422 -5.832 3.038 -0.124
C 5.040 -5.978 4.394 -0.093
C 3.379 -5.341 1.855 -0.012
C 2.585 -4.448 1.159 -0.024
C 0.875 -2.602 -0.379 -0.237
N -0.196 -1.825 -0.528 -0.016
C -1.223 -2.528 -1.094 -0.230
C -2.524 -2.081 -1.288 -0.054
C -3.487 -3.078 -1.842 -0.216
C -3.867 -4.211 -1.120 -0.022
C -4.758 -5.127 -1.644 -0.002
C -5.298 -4.932 -2.912 -0.287
O -6.174 -5.890 -3.347 -0.092
C -6.741 -5.715 -4.625 -0.102
C -4.934 -3.813 -3.647 -0.020
C -4.035 -2.899 -3.105 -0.028
C -3.067 -0.777 -1.023 -0.238
C -4.438 -0.365 -1.241 -0.017
C -4.509 0.954 -0.906 -0.011
C -3.185 1.352 -0.487 -0.254
N -2.369 0.265 -0.554 -0.012
C -0.713 -3.857 -1.416 -0.006
C 0.563 -3.912 -0.980 -0.027
N 1.829 0.257 -0.083 -0.020
C 3.148 3.715 -0.736 -0.216
C 3.112 4.415 -1.936 -0.027
C 4.056 5.390 -2.242 -0.019
C 5.060 5.679 -1.331 -0.287
O 6.039 6.614 -1.529 -0.091
C 6.013 7.329 -2.743 -0.102
C 5.108 4.989 -0.122 -0.003
C 4.166 4.022 0.168 -0.023
H -8.468 7.418 0.636 0.088
H -7.252 6.856 1.805 0.093
H -8.325 5.684 1.000 0.093
H -5.189 6.213 -2.068 0.115
H -3.358 4.538 -2.130 0.125
H -4.572 3.083 1.689 0.126
H -6.376 4.736 1.767 0.098
H -1.649 5.402 -0.289 0.100
H 0.988 5.391 -0.518 0.100
H 4.775 1.533 -0.907 0.106
H 4.824 -1.065 -0.506 0.103
H 4.515 -1.712 1.460 0.093
H 5.931 -3.294 2.626 0.118
H 5.730 -6.687 4.848 0.084
H 4.019 -6.362 4.486 0.086
H 5.099 -5.023 4.926 0.092
H 3.024 -6.347 2.044 0.117
H 1.597 -4.777 0.890 0.091
H -3.453 -4.364 -0.131 0.126
H -5.057 -6.004 -1.084 0.116
H -7.398 -6.566 -4.785 0.088
H -5.975 -5.701 -5.407 0.092
H -7.326 -4.792 -4.685 0.092
H -5.332 -3.636 -4.636 0.098
H -3.752 -2.029 -3.684 0.125
H -5.244 -0.978 -1.610 0.099
H -5.376 1.592 -0.970 0.104
H -1.243 -4.625 -1.957 0.106
H 1.249 -4.726 -1.144 0.101
H 2.333 4.190 -2.653 0.126
H 3.992 5.902 -3.192 0.098
H 6.856 8.015 -2.708 0.088
H 5.088 7.902 -2.856 0.092
H 6.128 6.665 -3.605 0.092
H 5.897 5.232 0.579 0.115
H 4.208 3.490 1.111 0.125
I -0.179 -1.180 10.145 0.790
C -0.277 -0.906 8.058 -0.731
C -0.244 0.379 7.540 -0.157
C -0.310 0.550 6.165 -0.018
C -0.408 -0.547 5.318 -0.125
C -0.438 -1.825 5.857 -0.017
C -0.372 -2.012 7.230 -0.158
C -0.480 -0.338 3.813 -0.681
O -0.595 -1.349 3.087 -0.109
O -0.417 0.844 3.394 -0.141
H -0.169 1.236 8.195 0.087
H -0.285 1.538 5.726 0.116
H -0.513 -2.668 5.182 0.117
H -0.395 -3.009 7.649 0.087
```

## Properties
Net charge   -1
Molecular weight   1067.5 u
Gap between HOMO and LUMO (spin up / spin down)   5.21 / 5.21 eV
Highest occupied orbital energy (spin up / spin down)   -3.90 / -3.90 eV
Calculated total energy   -84870.359 eV
Energy relative to the best compared isomer or geometry (same formula, charge and spin)   0.1565 eV

---

Record 6
Entry from OMol25: one molecule with the formula C7H11N in a non-equilibrium geometry (ωB97M-V/def2-TZVPD).

XYZ file:
```
19
Properties=species:S:1:pos:R:3:lowdin_charge:R:1
C 1.243 -1.512 0.100 -0.276
C 1.794 -0.292 0.230 -0.006
C -0.410 0.608 -0.142 0.051
C -0.923 -0.728 -0.296 -0.493
C 2.930 0.561 -0.068 -0.137
C -1.101 1.869 0.096 -0.102
C -2.341 -1.088 0.182 -0.034
N -0.032 -1.817 -0.073 -0.009
H 1.867 -2.387 0.279 0.117
H -0.922 -0.615 -1.412 0.193
H 3.197 0.566 -1.131 0.075
H 3.786 0.180 0.499 0.086
H 2.750 1.586 0.259 0.073
H -2.180 1.810 -0.082 0.077
H -0.678 2.674 -0.509 0.078
H -0.938 2.141 1.143 0.101
H -3.019 -1.251 -0.653 0.072
H -2.742 -0.301 0.815 0.063
H -2.280 -2.005 0.761 0.071
```

## Properties
Molecular weight   109.2 u
Gap between HOMO and LUMO (spin up / spin down)   6.84 / 7.11 eV
Highest occupied orbital energy (spin up / spin down)   -6.96 / -7.06 eV
Calculated total energy   -8920.702 eV
Energy relative to the best compared isomer or geometry (same formula, charge and spin)   7.0264 eV